# 1
Computed, not measured: C30H28F3N3O4SeSn as an isolated structure, with ωB97M-V/def2-TZVPD.

strongest force on any atom: 0.35 eV Å⁻¹
calculated total energy: -4540.5603 Ha
Kohn-Sham gap: 7.3373 eV
highest occupied orbital energy: -7.916 eV

```
70
Properties=species:S:1:pos:R:3:forces:R:3
Sn 0.085 0.184 1.426 0.2 0.2 -0.2
Se -1.131 2.345 0.909 -0.1 -0.1 0.1
F 3.774 1.062 -1.302 0.0 0.0 0.0
F 3.384 -0.760 -2.400 0.0 0.0 0.0
F 4.705 -0.788 -0.687 0.0 0.0 0.0
O 3.285 -1.697 2.471 0.0 0.1 0.1
O 2.172 -1.776 -0.027 0.0 -0.1 0.0
O -0.454 1.878 3.618 0.0 0.0 0.0
O 1.734 0.421 0.169 0.0 -0.1 0.2
N 2.278 -0.804 2.804 0.1 0.0 -0.1
N 0.579 1.173 3.322 0.0 -0.1 0.1
N -0.683 -1.321 -0.476 0.1 -0.1 -0.1
C -0.677 3.247 -3.160 0.0 0.0 0.0
C -1.333 2.403 -1.009 0.0 0.0 0.0
C -0.815 -1.495 2.320 -0.2 -0.1 0.0
C 0.326 0.001 -3.742 0.0 0.0 0.0
C -0.976 -1.545 3.699 0.0 0.1 0.0
C 0.842 3.744 -1.264 0.0 0.0 0.0
C 1.546 0.950 4.156 0.0 0.0 -0.1
C -0.453 -1.248 -1.831 -0.1 0.0 0.1
C -2.135 -3.632 3.496 0.0 0.0 0.0
C -1.626 -2.617 4.290 0.0 0.0 0.0
C -0.737 -2.335 -2.685 0.0 0.0 0.0
C -2.458 1.806 -1.596 0.0 0.0 0.0
C -1.992 -3.578 2.120 0.0 0.0 0.0
C 2.580 -0.017 3.762 0.0 0.0 0.0
C -2.021 2.821 -5.240 0.0 0.0 0.0
C 2.388 -0.605 -0.255 -0.1 0.2 0.0
C -2.664 1.953 -2.962 0.0 0.0 0.0
C 3.584 -0.251 -1.177 0.0 0.0 0.0
C -0.426 3.127 -1.796 0.0 0.0 0.0
C -0.484 -2.231 -4.071 0.0 0.0 0.0
C 0.086 -0.076 -2.400 0.1 -0.1 0.0
C -1.788 2.673 -3.761 0.0 0.0 0.0
C 1.562 1.598 5.502 0.0 0.0 0.0
C -3.440 0.992 -0.798 0.0 0.0 0.0
C -1.158 -2.437 0.038 0.0 0.0 0.0
C -1.328 -2.508 1.516 0.0 0.0 0.0
C 0.039 -1.084 -4.593 0.0 0.0 0.0
C 3.874 -0.036 4.515 0.0 0.0 0.0
C -1.267 -3.506 -2.106 0.0 0.0 0.0
C -1.476 -3.560 -0.767 0.0 0.0 0.0
H 3.696 -0.266 5.566 0.0 0.0 0.0
H -2.655 -4.467 3.947 0.0 0.0 0.0
H 1.707 3.317 -1.776 0.0 0.0 0.0
H -1.495 -4.356 -2.738 0.0 0.0 0.0
H -1.186 2.412 -5.813 0.0 0.0 0.0
H 4.332 0.953 4.473 0.0 0.0 0.0
H -2.928 2.303 -5.550 0.0 0.0 0.0
H -1.745 -2.653 5.365 0.0 0.0 0.0
H 0.966 3.579 -0.198 0.0 0.0 0.0
H 0.743 0.912 -4.152 0.0 0.0 0.0
H -2.932 0.245 -0.188 0.0 0.0 0.0
H -4.137 0.482 -1.463 0.0 0.0 0.0
H 1.674 0.855 6.295 0.0 0.0 0.0
H -0.711 -3.080 -4.705 0.0 0.0 0.0
H 4.559 -0.768 4.103 0.0 0.0 0.0
H 0.850 4.820 -1.447 0.0 0.0 0.0
H -4.011 1.619 -0.111 0.0 0.0 0.0
H 0.029 3.805 -3.770 0.0 0.0 0.0
H 0.311 0.759 -1.761 0.0 0.0 0.0
H 0.630 2.138 5.642 0.0 0.0 0.0
H 0.238 -1.006 -5.654 0.0 0.0 0.0
H -3.531 1.483 -3.415 0.0 0.0 0.0
H -0.605 -0.739 4.320 0.0 0.0 0.0
H -2.423 -4.371 1.528 0.0 0.0 0.0
H 2.391 2.304 5.596 0.0 0.0 0.0
H 2.912 -2.164 1.711 0.0 0.0 -0.1
H -2.121 3.872 -5.517 0.0 0.0 0.0
H -1.863 -4.459 -0.317 0.0 0.0 0.0
```
Positions in Å, forces in eV/Å.

natural (NBO) atomic charge list, values in e, 8 entries: Sn 1.815; Se -0.040; F -0.309; F -0.313; F -0.310; O -0.570; O -0.635; O -0.579



# 2
Computed, not measured: C30H28I2N5O3W as an isolated structure, with ωB97M-V/def2-TZVPD.

strongest force on any atom: 3.57 eV Å⁻¹
net charge: +3
calculated total energy: -2320.9351 Ha
Kohn-Sham gap: 5.0540 eV
highest occupied orbital energy: -15.528 eV

```
69
Properties=species:S:1:pos:R:3:forces:R:3
W 0.151 -0.140 0.215 0.0 0.6 0.9
I -0.846 -1.372 4.476 0.1 0.2 0.2
I 4.712 -0.324 6.452 0.3 0.1 0.2
O -4.940 5.454 -0.864 1.3 0.0 0.5
O 0.409 0.220 1.997 1.0 -0.2 -0.1
O -3.041 6.143 -0.024 0.0 0.5 0.0
N -3.799 5.307 -0.450 -1.3 0.0 -0.5
N 2.434 -0.021 0.259 0.4 -0.3 0.5
N -2.024 0.080 0.035 1.2 -2.0 -0.2
N -0.242 1.897 -0.597 -2.2 -1.9 1.4
N 0.925 -0.333 -1.815 0.5 0.8 -0.1
C -0.199 -3.460 -0.358 0.6 1.3 -0.6
C 2.699 0.480 2.744 -0.6 0.4 -0.6
C 0.036 -0.581 -2.773 -1.1 -0.2 -0.8
C -1.091 -3.535 -1.579 0.1 -0.7 -0.6
C -3.291 3.931 -0.403 -0.5 0.4 0.9
C 0.634 2.735 -0.973 2.7 1.5 -1.8
C -4.166 2.998 0.030 -0.3 1.0 -0.7
C 3.669 0.434 3.719 -1.0 -0.1 0.5
C -3.786 1.658 0.157 -0.4 -0.3 -0.2
C 2.233 -0.157 -2.153 -0.4 -1.0 -1.4
C -2.889 -0.932 0.258 -1.1 1.9 0.3
C -0.828 4.588 -0.826 -2.0 0.6 -0.5
C 1.371 0.108 3.083 0.0 0.5 -2.4
C 1.001 -0.434 4.263 0.6 -0.7 0.3
C 1.212 -3.909 -0.829 -0.2 -0.1 0.4
C -4.261 -0.667 0.479 0.4 0.2 -0.3
C 0.383 4.092 -1.174 -0.1 0.3 0.6
C 3.125 0.272 -1.036 0.1 -0.7 0.5
C 0.343 -0.804 -4.105 -0.8 0.6 1.2
C 3.011 0.931 1.326 -0.3 -0.9 0.3
C -4.714 0.643 0.459 0.7 -0.6 0.2
C 2.641 -0.411 -3.480 -0.7 0.6 1.1
C 0.029 -2.008 0.147 -0.1 -1.7 -0.2
C 2.058 -0.564 5.194 -2.9 -0.5 1.0
C 3.284 -0.084 4.984 2.5 0.7 -1.1
C -0.798 -4.316 0.736 -1.6 1.2 1.4
C 1.661 -0.717 -4.446 1.5 0.1 -0.5
C -2.461 1.334 -0.108 -1.0 0.2 1.0
C -1.528 2.338 -0.384 0.3 0.7 -0.7
C -1.917 3.681 -0.548 2.1 -0.9 0.1
H 1.835 -1.001 6.159 -0.1 -0.1 -0.1
H -1.193 -4.633 -1.803 -0.1 1.2 -0.2
H 4.649 0.842 3.543 0.3 -0.2 0.0
H -2.456 -1.895 0.283 0.1 -0.9 0.2
H -0.529 -0.904 -4.748 0.6 -0.3 -0.4
H -1.084 5.653 -0.875 0.4 -0.5 0.0
H 1.130 4.768 -1.535 0.5 0.1 0.0
H 0.470 -2.116 1.168 -0.2 0.3 0.3
H 1.953 -0.834 -5.483 0.1 -0.1 0.0
H -0.732 -2.955 -2.435 0.4 -0.6 0.0
H 1.156 -4.875 -1.357 -0.1 0.6 -0.3
H -0.985 -5.318 0.427 0.1 -0.8 -0.4
H 3.394 1.323 -1.087 -0.3 0.3 0.0
H -1.038 -0.568 -2.568 0.4 -0.1 0.7
H -1.820 -3.923 1.056 1.0 -0.4 -0.6
H 1.822 -4.129 0.013 0.7 -0.1 1.0
H -4.964 -1.464 0.653 0.1 -0.3 0.1
H 4.081 1.056 1.190 0.3 -0.5 0.0
H -5.171 3.347 0.196 -0.3 -0.2 0.1
H 1.613 2.349 -1.258 -0.2 0.1 0.3
H 2.631 1.910 1.081 -0.6 0.4 0.0
H 1.726 -3.114 -1.382 -0.2 -0.4 -0.4
H -2.055 -3.115 -1.414 -1.1 0.0 0.4
H -5.742 0.899 0.687 0.0 -0.1 -0.1
H 2.599 -1.041 0.472 0.4 1.5 0.1
H 3.693 -0.251 -3.718 -0.3 -0.2 -0.2
H -0.276 -4.341 1.688 0.6 0.0 -0.1
H 4.098 -0.224 -1.042 -0.1 -0.2 -0.2
```
Positions in Å, forces in eV/Å.

natural (NBO) atomic charge list, values in e, 8 entries: W 1.740; I 0.262; I 0.307; O -0.301; O -0.602; O -0.333; N 0.518; N -0.621



# 3
Computed, not measured: C30H28N4O2S2Ti as an isolated structure, with ωB97M-V/def2-TZVPD.

strongest force on any atom: 1.11 eV Å⁻¹
calculated total energy: -3175.4624 Ha
Kohn-Sham gap (spin up / spin down): 5.9918 / 5.8451 eV
highest occupied orbital energy (spin up / spin down): -6.676 / -6.308 eV

```
67
Properties=species:S:1:pos:R:3:forces:R:3
Ti -0.299 -0.065 0.076 0.0 0.4 -0.3
S -1.367 1.590 -2.196 -0.1 -0.2 0.1
S -4.271 0.976 -1.641 -0.1 0.1 -0.1
O -0.197 1.765 0.605 0.7 0.6 0.4
O 2.925 3.171 3.057 0.0 0.2 0.0
N 1.072 -0.003 1.519 -0.4 0.3 0.0
N -0.425 -1.920 0.950 0.1 0.4 0.3
N -2.337 0.098 -0.192 -0.8 -0.1 0.2
N 1.585 1.248 1.887 0.0 -1.1 0.0
C 1.239 -3.304 -1.407 -0.2 -0.1 -0.1
C 0.529 -3.432 2.616 0.0 -0.2 0.0
C -1.309 -2.918 0.649 -0.1 -0.3 -0.1
C -2.569 0.854 -1.284 -0.1 -0.4 0.3
C 0.818 2.146 1.351 -0.5 0.1 0.0
C 0.508 -2.180 1.944 0.3 0.7 0.2
C 1.007 3.569 1.650 -0.1 0.0 -0.3
C 2.026 4.009 2.504 0.2 0.0 0.1
C 0.189 -1.300 -2.152 0.0 -0.3 -0.6
C 0.178 -2.682 -2.069 -0.1 -0.1 0.1
C -6.019 -0.973 1.466 0.1 0.0 0.0
C -5.939 -0.275 0.270 -0.1 0.0 0.0
C -4.683 0.058 -0.218 -0.1 0.1 -0.1
C -0.923 -3.485 -2.712 0.0 0.0 0.0
C 2.326 -1.179 -1.025 0.5 -0.2 0.2
C -0.363 -4.394 2.281 0.1 -0.1 0.2
C 1.309 -1.088 2.268 0.0 -0.4 0.1
C 4.413 -0.856 0.441 0.1 -0.1 -0.1
C -3.606 -0.978 1.668 0.0 -0.1 0.2
C 3.576 -0.369 -0.738 0.0 -0.1 0.0
C -4.857 -1.310 2.164 0.0 0.0 -0.1
C -1.318 -4.129 1.259 -0.1 0.1 -0.2
C 0.240 5.846 1.375 0.1 -0.1 0.1
C 1.248 -0.552 -1.632 0.5 -0.3 -0.8
C 2.287 -2.573 -0.893 0.2 0.2 0.2
C 0.129 4.499 1.090 -0.1 0.1 0.0
C 2.135 5.368 2.795 0.0 0.1 0.0
C -3.521 -0.308 0.455 0.5 0.1 -0.2
C 4.436 -0.348 -2.010 0.0 0.0 -0.1
C 1.253 6.273 2.236 0.0 0.0 0.0
H -0.560 -0.791 -2.743 -0.2 0.1 0.1
H -1.868 -2.940 -2.705 0.0 0.0 0.0
H 1.245 -4.385 -1.305 0.0 0.1 0.0
H 3.882 0.046 -2.866 0.0 0.0 0.1
H 1.350 0.485 -1.924 -0.2 0.3 0.2
H -0.645 4.131 0.429 0.0 0.0 0.0
H 1.267 -3.590 3.394 0.0 0.0 0.0
H 3.110 -3.091 -0.415 0.0 0.0 0.0
H 2.708 2.262 2.750 0.0 -0.1 0.1
H -0.449 6.557 0.938 0.0 0.0 0.0
H 3.255 0.654 -0.534 0.0 0.1 0.1
H 2.928 5.686 3.462 -0.1 0.0 0.0
H 5.321 0.274 -1.859 0.0 0.0 0.0
H 1.989 -1.072 3.107 0.1 0.1 0.0
H 1.354 7.326 2.471 0.0 -0.1 0.0
H -1.068 -4.438 -2.201 0.0 0.0 0.0
H -0.360 -5.348 2.794 0.0 0.0 0.0
H -0.679 -3.700 -3.755 0.0 0.0 0.0
H -2.060 -4.864 0.971 0.1 0.0 0.0
H 4.768 -1.360 -2.261 0.0 0.1 0.0
H 4.839 -1.846 0.248 0.0 0.1 0.0
H -4.931 -1.832 3.111 0.0 0.0 -0.1
H -2.035 -2.689 -0.122 0.0 0.0 0.0
H -6.837 0.013 -0.267 0.1 0.0 0.1
H 3.836 -0.903 1.358 -0.1 0.0 0.1
H -6.989 -1.242 1.867 0.1 0.0 0.0
H 5.248 -0.171 0.604 0.0 0.0 0.0
H -2.707 -1.221 2.217 0.0 0.0 0.0
```
Positions in Å, forces in eV/Å.

natural (NBO) atomic charge list, values in e, 8 entries: Ti 1.692; S -0.146; S 0.420; O -0.757; O -0.680; N -0.455; N -0.663; N -0.711



> Which formula does entry 2 have?

C30H28I2N5O3W